Computed, not measured: a molecular structure, C27H37BrN3O8RuSe2SiTe2, with the ωB97M-V functional and the def2-TZVPD basis.

```
82
Properties=species:S:1:pos:R:3:lowdin_spin:R:1
Ru 2.137 2.437 0.031 3.310
Se 2.378 5.375 0.324 0.314
Te 2.128 7.567 -0.598 0.677
Te -0.953 5.755 -1.662 0.133
Se 0.098 4.376 0.092 0.119
O 6.385 2.342 -0.441 0.013
C 5.239 1.927 -0.577 0.013
O 4.197 2.674 -0.669 0.113
C 5.052 0.421 -0.717 0.002
C 6.192 -0.305 -0.934 0.001
C 6.167 -1.692 -1.125 0.001
C 4.972 -2.376 -1.063 0.000
C 3.815 -1.689 -0.800 0.004
C 3.772 -0.243 -0.663 0.010
O 2.669 0.348 -0.538 0.095
N 2.604 -2.477 -0.659 0.001
O 2.479 -3.469 -1.368 0.001
O 1.795 -2.149 0.185 0.000
N 7.388 -2.424 -1.376 0.000
O 7.321 -3.637 -1.539 0.001
O 8.436 -1.801 -1.453 0.000
H 7.130 0.230 -0.958 0.000
H 4.946 -3.448 -1.197 0.000
C -1.461 -2.371 1.591 0.000
C -2.479 -1.227 1.464 0.000
C -3.842 -1.743 1.960 0.000
C -1.988 -0.120 2.414 0.000
Si -2.581 -0.606 -0.354 0.003
Br -0.772 0.660 -0.623 0.019
C -2.440 -2.024 -1.651 0.001
C -2.764 -1.511 -3.061 0.000
C -1.013 -2.587 -1.718 0.000
C -3.414 -3.172 -1.325 0.000
C -4.067 0.568 -0.688 0.001
C -4.269 1.543 0.485 0.000
C -3.819 1.457 -1.920 0.000
C -5.371 -0.220 -0.902 0.000
H -1.371 -2.644 2.650 0.000
H -0.471 -2.073 1.243 0.000
H -1.761 -3.266 1.048 0.000
H -3.728 -2.150 2.972 0.000
H -4.235 -2.544 1.328 0.000
H -4.590 -0.953 2.012 0.000
H -1.953 -0.524 3.434 0.000
H -2.638 0.752 2.426 0.000
H -0.982 0.214 2.164 0.000
H -2.133 -0.664 -3.337 0.000
H -3.808 -1.217 -3.172 0.000
H -2.570 -2.316 -3.781 0.000
H -0.296 -1.829 -2.036 0.000
H -0.987 -3.399 -2.458 0.000
H -0.654 -2.990 -0.776 0.000
H -4.453 -2.836 -1.282 0.000
H -3.177 -3.657 -0.380 0.000
H -3.348 -3.939 -2.107 0.000
H -3.361 2.114 0.690 0.000
H -4.584 1.046 1.401 0.000
H -5.051 2.263 0.214 0.000
H -2.968 2.120 -1.770 0.000
H -4.702 2.091 -2.078 0.000
H -3.653 0.890 -2.834 0.000
H -5.599 -0.883 -0.064 0.000
H -5.341 -0.822 -1.811 0.000
H -6.208 0.483 -1.005 0.000
N 0.915 0.535 7.278 0.006
C 1.115 0.836 6.184 0.002
C 1.366 1.216 4.809 0.013
C 1.585 0.249 3.835 0.000
C 1.813 0.623 2.515 0.027
C 1.841 1.971 2.113 0.050
C 1.619 2.923 3.124 0.028
C 1.383 2.564 4.444 -0.001
H 1.565 -0.799 4.115 0.000
H 1.957 -0.158 1.777 0.003
H 1.619 3.978 2.880 0.007
H 1.210 3.322 5.200 0.000
C 1.468 2.042 -3.353 0.003
O 2.164 2.759 -2.349 0.025
H 1.805 1.003 -3.410 0.000
H 1.587 2.523 -4.326 0.001
H 0.417 2.056 -3.077 0.000
H 3.126 2.705 -2.415 0.001
```

Output
Spin multiplicity: 6
Largest force on an atom, eV Å⁻¹: 0.7
Relative energy (zero: lowest compared OMol25 entry of this formula, charge and spin), eV: 1.402
<S²>: 8.776
E_HOMO (spin up / spin down), hartree: -0.0618 / -0.0782
Charge: -2

Computed, not measured: 6 unconnected molecules or ions with the total composition C27H37BrO19 in a non-equilibrium geometry, with the ωB97M-V functional and the def2-TZVPD basis.

```
84
Properties=species:S:1:pos:R:3:lowdin_charge:R:1
C 1.482 0.832 2.305 -0.114
O 0.571 0.351 1.286 -0.250
C 0.946 0.911 -0.004 -0.217
C -0.246 1.740 -0.687 -0.183
C -1.087 2.658 0.328 -0.174
C -2.554 2.863 -0.317 -0.132
C -3.739 2.866 0.748 -0.028
C -4.124 1.788 1.580 -0.027
C -3.544 0.320 1.778 -0.134
C -3.011 -0.387 0.442 -0.243
C -3.022 -1.989 0.747 -0.578
Br -4.771 -2.846 0.383 0.627
C -5.365 2.350 2.404 -0.301
O -6.109 1.695 3.151 0.115
O -5.486 3.731 2.081 0.071
C -4.677 4.153 0.987 -0.280
O -4.664 5.225 0.359 0.112
H 1.373 0.128 3.206 0.100
H 1.216 1.894 2.682 0.102
H 2.557 0.773 1.919 0.083
H 1.856 1.614 0.053 0.115
H 1.262 0.027 -0.669 0.133
H -0.952 0.973 -1.186 0.097
H 0.193 2.352 -1.553 0.123
H -1.113 2.274 1.404 0.109
H -0.551 3.683 0.364 0.119
H -2.764 2.154 -1.200 0.120
H -2.544 3.920 -0.787 0.121
H -2.789 0.334 2.641 0.137
H -4.425 -0.328 2.158 0.114
H -3.628 -0.179 -0.492 0.118
H -1.899 -0.120 0.335 0.089
H -2.167 -2.484 0.156 0.080
H -2.761 -2.080 1.869 0.079
O 6.296 0.547 1.777 0.141
C 5.906 1.639 1.469 -0.544
O 6.680 2.596 0.895 0.075
C 5.810 3.644 0.481 -0.129
C 4.623 3.473 1.377 -0.118
O 4.629 2.077 1.652 0.037
H 6.287 4.616 0.603 0.123
H 5.563 3.500 -0.575 0.100
H 4.726 4.020 2.318 0.119
H 3.690 3.771 0.894 0.134
O 6.823 5.545 2.580 0.152
C 6.328 5.979 3.580 -0.537
O 5.575 7.112 3.635 0.068
C 4.990 7.162 4.929 -0.133
C 5.921 6.326 5.753 -0.131
O 6.446 5.404 4.807 0.070
H 4.926 8.191 5.287 0.137
H 3.982 6.740 4.878 0.135
H 6.746 6.908 6.175 0.137
H 5.408 5.803 6.562 0.137
O -3.025 -3.995 -2.135 0.104
C -3.349 -5.115 -1.863 -0.593
O -2.630 -5.951 -1.065 0.055
C -3.447 -7.085 -0.804 -0.126
C -4.397 -7.090 -1.962 -0.139
O -4.485 -5.715 -2.311 0.056
H -2.846 -7.994 -0.753 0.137
H -3.955 -6.941 0.154 0.135
H -4.010 -7.649 -2.819 0.137
H -5.377 -7.487 -1.695 0.122
O 6.199 3.331 -2.444 0.135
C 6.531 2.179 -2.453 -0.546
O 7.821 1.752 -2.468 0.074
C 7.800 0.348 -2.242 -0.125
C 6.425 -0.044 -2.689 -0.128
O 5.663 1.131 -2.448 0.065
H 8.583 -0.149 -2.816 0.136
H 7.964 0.159 -1.177 0.137
H 6.382 -0.280 -3.756 0.135
H 6.027 -0.888 -2.123 0.138
O -6.424 -9.309 -2.875 0.144
C -6.981 -8.669 -3.721 -0.547
O -6.343 -7.936 -4.673 0.059
C -7.327 -7.520 -5.610 -0.128
C -8.594 -7.565 -4.810 -0.131
O -8.332 -8.582 -3.853 0.069
H -7.107 -6.520 -5.987 0.138
H -7.336 -8.222 -6.449 0.136
H -8.791 -6.626 -4.285 0.137
H -9.463 -7.819 -5.419 0.136
```

Output
Spin multiplicity: 1
Largest force on an atom, eV Å⁻¹: 5.2
E_HOMO, hartree: -0.3618
Structure (SMILES): COCCCCC1=C(CCCBr)C(=O)OC1=O.O=C1OCCO1.O=C1OCCO1.O=C1OCCO1.O=C1OCCO1.O=C1OCCO1
Charge: 0